(1)
A cluster of 2 separate species, C26H33N3O4 in total. Source: the Open Molecules 2025 dataset; level of theory: ωB97M-V/def2-TZVPD.

The energy relative to the best compared isomer or geometry (same formula, charge and spin) comes out at 5.7 kcal/mol. The calculation puts the frontier orbital gap at 0.305 Ha. The LUMO energy is 0.258 eV. As for the HOMO energy: -8.0 eV.

```
66
C26H33N3O4, DFT ωB97M-V/def2-TZVPD
C 5.18175 0.27800 1.00253
C 4.24023 -0.91510 1.15319
C 3.14734 -0.64229 2.19988
C 2.15479 -1.81578 2.23720
C 1.48761 -2.00583 3.62251
C 1.06444 -3.46955 3.80098
O 0.46064 -4.03345 2.89983
O 1.41500 -4.08708 4.95225
C 0.27324 -1.13407 3.88673
C -0.69787 -0.73992 2.99474
N -1.68740 -0.06143 3.70108
C -1.36967 -0.01988 5.04887
C -2.04263 0.51942 6.14728
C -1.47185 0.40230 7.42177
C -0.24033 -0.25021 7.58504
C 0.42436 -0.79210 6.47544
C -0.14968 -0.67032 5.20524
H 4.63042 1.16611 0.67988
H 5.95162 0.05707 0.25709
H 5.67407 0.49913 1.95439
H 4.82395 -1.79034 1.45640
H 3.78466 -1.14219 0.18461
H 2.61124 0.28537 1.97587
H 3.62879 -0.51806 3.17497
H 2.70933 -2.73287 2.00884
H 1.40386 -1.69797 1.45039
H 2.23835 -1.79563 4.38825
H 1.04596 -4.97966 4.87780
H -0.71157 -0.96583 1.93228
H -2.54220 0.31833 3.29872
H -2.99463 1.02324 6.01666
H -1.98467 0.81729 8.28445
H 0.19800 -0.34082 8.57428
H 1.37128 -1.30755 6.60031
C -5.02184 1.12653 -4.99968
N -4.22754 2.10394 -5.74274
C -2.96891 2.50583 -5.52459
O -2.52082 3.39647 -6.23761
C -2.10243 1.87989 -4.39794
C -0.64880 2.39398 -4.40531
C 0.21731 1.89100 -3.26344
C 0.83498 0.62829 -3.35208
C 1.63485 0.15524 -2.29828
C 1.83661 0.95593 -1.16198
C 1.23713 2.22284 -1.07375
C 0.42389 2.68893 -2.12176
N -2.11528 0.40613 -4.33258
C -1.93516 -0.42770 -5.35746
C -1.90846 -1.89998 -5.01691
O -1.79609 -0.06884 -6.51577
H -6.08171 1.29275 -5.19991
H -4.76077 0.11818 -5.32652
H -4.84718 1.22430 -3.92703
H -4.66287 2.55362 -6.53393
H -2.54650 2.23605 -3.46978
H -0.17965 2.10861 -5.34854
H -0.66314 3.48445 -4.37247
H 0.70761 0.02684 -4.24090
H 2.11252 -0.81152 -2.37174
H 2.46198 0.60701 -0.35842
H 1.40246 2.83939 -0.20147
H -0.03339 3.66565 -2.05354
H -2.17756 -0.00812 -3.41834
H -1.04552 -2.10870 -4.38760
H -1.82909 -2.47291 -5.93999
H -2.82501 -2.17244 -4.49768
```

=====

(2)
A structure of composition C26H33N8O2OsS. Source: the Open Molecules 2025 dataset; level of theory: ωB97M-V/def2-TZVPD.

The energy relative to the best compared isomer or geometry (same formula, charge and spin) comes out at 52.8 kcal/mol. The calculation puts the frontier orbital gap (spin up / spin down) at 0.191 / 0.191 Ha. The charge is +1. The LUMO energy (spin up / spin down) is -4.233 / -4.227 eV. As for the HOMO energy (spin up / spin down): -9.4 / -9.4 eV.

```
71
C26H33N8O2OsS, DFT ωB97M-V/def2-TZVPD
Os 0.57531 -0.53548 -0.54026
C 2.23050 2.43482 1.63966
C 3.52539 1.69982 1.29023
C 3.34203 0.39971 0.47601
N 2.15644 -0.34579 0.85339
C 2.08694 -0.87665 2.06035
C 3.21064 -0.96601 2.91685
C 3.28601 -1.09371 4.28554
C 2.25301 -1.09373 5.21359
C 0.90201 -1.27520 4.93903
C 0.31148 -1.58928 3.73557
C 0.81616 -1.54276 2.40872
N 0.18809 -2.02620 1.36879
C -0.86924 -2.99441 1.45697
C -2.28699 -2.41711 1.37719
C -2.52578 -1.70518 0.03958
N -1.74738 -0.50432 -0.06922
C -2.18607 0.66843 0.30672
C -3.45543 0.84391 0.94042
C -4.26600 1.94380 1.03271
C -4.05499 3.23268 0.54034
C -2.86461 3.73445 0.04600
C -1.63640 3.11649 -0.08782
C -1.24591 1.76684 0.04551
N 0.00536 1.37092 -0.16220
C 0.99207 2.32395 -0.62150
C 1.58996 3.20375 0.48470
H 2.46520 3.15790 2.42640
H 1.50616 1.72888 2.05362
H 4.02271 1.45146 2.22976
H 4.17942 2.36964 0.72784
H 4.24463 -0.21672 0.60012
H 3.28216 0.63182 -0.58816
H 4.16645 -0.91514 2.41099
H 4.28803 -1.12667 4.69175
H 2.53005 -0.99385 6.25321
H 0.24177 -1.25726 5.79852
H -0.73655 -1.85354 3.79558
H -0.77151 -3.58354 2.37819
H -0.72896 -3.66970 0.60519
H -2.44446 -1.71859 2.20152
H -2.99705 -3.23956 1.47092
H -3.59554 -1.49669 -0.08525
H -2.21061 -2.36980 -0.77158
H -3.85751 -0.05941 1.37684
H -5.22584 1.77681 1.51032
H -4.89049 3.91810 0.58253
H -2.88225 4.78318 -0.23313
H -0.85823 3.78381 -0.42409
H 0.55142 2.95540 -1.39940
H 1.79234 1.76155 -1.10923
H 0.80743 3.83337 0.91178
H 2.33254 3.85885 0.02668
O 2.68889 -0.34061 -2.57682
S 2.61891 -1.79636 -2.32326
N 1.52921 -2.10797 -1.32830
C -0.99363 -1.86643 -6.06314
N -0.91226 -1.14270 -4.82157
C -1.23943 0.25667 -4.71958
C -0.92441 0.54583 -3.25189
O -1.04775 1.61404 -2.70777
N -0.48874 -0.62078 -2.68347
C -0.52470 -1.57989 -3.61573
N -0.26873 -2.85926 -3.33377
H -1.87336 -1.53466 -6.61175
H -1.08235 -2.93643 -5.88917
H -0.11363 -1.67459 -6.68457
H -2.29552 0.44429 -4.93670
H -0.62851 0.89044 -5.36888
H 0.16596 -3.04109 -2.43206
H -0.15382 -3.53458 -4.06934
```

=====

(3)
A structure of composition C26H33O5Sr. Source: the Open Molecules 2025 dataset; level of theory: ωB97M-V/def2-TZVPD.

The energy relative to the best compared isomer or geometry (same formula, charge and spin) comes out at 0.0 kcal/mol. The calculation puts the frontier orbital gap at 0.238 Ha. The charge is -1. The LUMO energy is 2.241 eV. As for the HOMO energy: -4.2 eV.

```
65
C26H33O5Sr, DFT ωB97M-V/def2-TZVPD
O 0.45325 -0.16422 -4.37872
C 0.55880 1.05405 -5.19738
C 0.44904 0.30120 -6.51384
H 1.52576 1.53197 -5.01421
H -0.25682 1.77477 -5.05193
C 0.41175 -0.94073 -5.58723
H 1.34416 0.36746 -7.13549
H -0.48750 0.48099 -7.05649
C 1.66988 -1.78287 -5.70252
H 2.56259 -1.15734 -5.57882
H 1.67915 -2.26477 -6.68965
H 1.68529 -2.54986 -4.91892
C -0.84512 -1.77698 -5.64004
H -1.72763 -1.15592 -5.45368
H -0.78220 -2.56551 -4.88261
H -0.92346 -2.23730 -6.62982
Sr 0.03578 -0.50398 1.19854
C -2.44336 -1.08514 2.42001
C -2.47514 0.32710 2.62719
C -2.84180 0.94162 1.39872
H -2.30955 0.83791 3.57936
C -3.03758 -0.09147 0.43103
C -2.73261 -1.33907 1.04726
H -2.74256 -2.32318 0.57011
H -2.30256 -1.84155 3.19381
H -2.99479 2.01064 1.24261
H -3.46893 0.05401 -0.56657
C 1.18372 -2.76361 2.59220
C 0.15839 -3.25045 1.72527
C 0.61795 -3.12478 0.38067
H -0.81504 -3.63895 2.03187
C 1.93561 -2.56884 0.42692
C 2.27109 -2.31921 1.78488
H 3.20669 -1.88867 2.15440
H 1.18608 -2.82730 3.68068
H 0.09540 -3.44486 -0.52542
H 2.59952 -2.42520 -0.42646
O 0.74691 1.09085 -2.41375
C -0.56191 0.43150 -2.23734
C -1.59049 1.46038 -2.73845
H -0.77457 0.28871 -1.15210
H -0.64864 -0.54458 -2.71676
C -0.89100 2.79971 -2.42438
H -2.55882 1.35493 -2.23755
H -1.74124 1.34863 -3.82077
C 0.48059 2.39889 -1.86809
H -1.48504 3.39763 -1.71167
H -0.72303 3.37981 -3.34702
H 0.40843 2.30537 -0.76683
H 1.29996 3.07514 -2.12601
O 2.13887 2.87028 4.62762
C 1.61456 2.14674 5.62530
C 1.81315 2.51428 6.96746
C 1.25226 1.75890 7.99365
C 0.46891 0.62874 7.71123
C 0.28422 0.22917 6.39151
C 0.84746 0.97685 5.35430
C 0.65265 0.52422 3.96764
O 0.06659 -0.58243 3.76698
O 1.08440 1.25157 2.99050
H 1.82588 2.39065 3.78159
H 2.41108 3.40291 7.16641
H 1.42732 2.05493 9.02893
H -0.00292 0.06431 8.52098
H -0.28881 -0.66810 6.13090
```

=====

(4)
A structure of composition C26H34AsMnN5OS4. Source: the Open Molecules 2025 dataset; level of theory: ωB97M-V/def2-TZVPD.

Its spin multiplicity is 6. The calculation puts the frontier orbital gap (spin up / spin down) at 0.187 / 0.192 Ha. The charge is -2. The LUMO energy (spin up / spin down) is 4.428 / 4.355 eV. As for the HOMO energy (spin up / spin down): -0.7 / -0.9 eV.

```
72
C26H34AsMnN5OS4, DFT ωB97M-V/def2-TZVPD
Mn 0.01650 -0.57790 0.09400
C 2.21160 -1.59490 5.16250
C 1.05110 -0.88670 5.43670
C 0.25420 -0.40940 4.42090
C 0.60220 -0.61150 3.06940
C 1.80060 -1.30180 2.81210
C 2.57270 -1.79770 3.83410
N -0.13160 -0.11830 2.03160
N -1.18970 0.63200 2.44240
C -1.80650 1.42220 1.62920
C -2.99550 2.08970 2.05350
C -3.84150 2.65360 1.15240
C -3.55870 2.52710 -0.23150
C -2.34940 2.03220 -0.61030
N -1.40030 1.67010 0.28590
H 2.82960 -1.97540 5.96930
H 0.76560 -0.70040 6.46850
H -0.65260 0.13310 4.63580
H 2.11720 -1.40840 1.77720
H 3.48170 -2.33610 3.59840
H -3.20710 2.07220 3.11310
H -4.73700 3.17500 1.46740
H -4.28520 2.81950 -0.97620
H -2.07870 1.92220 -1.65160
S -2.26300 -1.78450 0.10290
C -1.80770 -3.45170 0.07790
C -2.81840 -4.41090 0.22150
C -2.56430 -5.76150 0.12050
C -1.27640 -6.20200 -0.16540
C -0.25600 -5.28180 -0.26890
C -0.48310 -3.91480 -0.10020
S 0.91250 -2.88590 -0.05090
H -3.81690 -4.05210 0.43470
H -3.36530 -6.47940 0.26310
H -1.07670 -7.25970 -0.28250
H 0.75930 -5.60300 -0.45230
S 4.14610 0.37770 0.52320
C 3.73650 0.72310 -1.03120
N 3.58440 -0.17530 -2.03990
C 3.36860 0.54100 -3.28560
C 3.14470 1.99980 -2.85780
N 3.69580 2.00200 -1.51620
H 2.88390 -0.90820 -1.85650
H 2.49700 0.14500 -3.81080
H 4.25760 0.43750 -3.92190
H 2.07150 2.22970 -2.85680
H 3.68250 2.71310 -3.48950
H 3.40330 2.71380 -0.86460
C 0.05440 3.44680 -1.59820
O 0.19820 2.05430 -1.39170
C 0.01680 1.53670 -0.07400
C 0.89070 2.34120 0.92870
H -0.71050 3.89160 -0.95660
H -0.23660 3.57520 -2.64490
H 1.00400 3.97830 -1.43550
H 1.00310 3.38260 0.61380
H 1.87740 1.88870 0.99930
H 0.46280 2.35220 1.92690
C -1.96200 0.57030 -4.54770
As -0.00250 0.66240 -4.47160
C 0.11590 1.64500 -6.26800
C 0.34130 -1.11210 -5.26660
S 0.55830 -0.84820 -2.02490
H -2.28570 0.12360 -5.49240
H -2.38780 1.57330 -4.47150
H -2.33960 -0.02890 -3.71950
H -0.39320 1.12280 -7.07750
H 1.16230 1.77550 -6.55450
H -0.32810 2.63850 -6.17270
H 0.32810 -1.09020 -6.35810
H -0.42460 -1.79770 -4.91030
H 1.30140 -1.49850 -4.92990
```

=====

Short version: max |F| = 1.89 5.26 2.49 1.21 eV/A, in the order given.